Computed, not measured: one molecule with the formula C23H27N3O6S, with ωB97M-V/def2-TZVPD.

Atoms and positions in Å:
C (3.8069, 0.5507, -5.2782)
H (3.5885, 1.4988, -4.7767)
O (3.5578, -0.5492, -4.4338)
C (2.2863, -0.7585, -4.0012)
C (1.2155, 0.0758, -4.2887)
C (-0.0443, -0.2094, -3.7706)
C (-0.2437, -1.3393, -2.9893)
C (0.8274, -2.1764, -2.7219)
C (2.0857, -1.8901, -3.2067)
H (2.9285, -2.5272, -2.9937)
H (0.6765, -3.0561, -2.1153)
H (-1.2246, -1.5590, -2.5961)
N (-1.0799, 0.6908, -4.0320)
S (-0.7531, 2.3308, -3.8669)
O (-2.0016, 2.9399, -3.5286)
O (-0.0457, 2.8090, -5.0149)
C (0.3734, 2.3453, -2.4687)
C (-0.0058, 1.7408, -1.2980)
C (0.8976, 1.6355, -0.2376)
C (2.1887, 2.1694, -0.3931)
C (2.5507, 2.8013, -1.5901)
C (1.6464, 2.8813, -2.6228)
H (1.8933, 3.3522, -3.5612)
H (3.5436, 3.2141, -1.6931)
N (3.0780, 2.0602, 0.6397)
C (2.7366, 1.4604, 1.7970)
C (1.5100, 0.9227, 2.0332)
C (0.4859, 0.9569, 1.0038)
O (-0.6372, 0.4668, 1.1092)
C (1.3254, 0.2812, 3.3816)
O (2.2708, 0.1521, 4.1430)
N (0.0685, -0.0865, 3.6571)
H (-0.6241, 0.0187, 2.9230)
C (-0.3053, -0.8166, 4.8424)
C (-0.6548, -2.2744, 4.5282)
C (-1.8737, -2.3868, 3.6115)
O (-2.9917, -1.8359, 4.2802)
C (-4.0382, -1.3166, 3.4752)
C (-3.6574, 0.0016, 2.7929)
H (-2.9188, -0.1467, 2.0091)
H (-4.5423, 0.4462, 2.3459)
H (-3.2535, 0.6945, 3.5275)
C (-4.5739, -2.3289, 2.4610)
H (-5.4891, -1.9483, 2.0160)
H (-4.7916, -3.2735, 2.9540)
H (-3.8506, -2.5040, 1.6678)
H (-4.8224, -1.1103, 4.2149)
H (-1.6792, -1.8672, 2.6671)
H (-2.0588, -3.4477, 3.3835)
H (-0.8740, -2.7858, 5.4654)
H (0.1953, -2.7631, 4.0498)
H (-1.1749, -0.3362, 5.2988)
H (0.5412, -0.7739, 5.5309)
H (3.4861, 1.4058, 2.5751)
H (4.0077, 2.4389, 0.5215)
H (-0.9986, 1.3383, -1.1705)
H (-1.9728, 0.4481, -3.6304)
H (1.3181, 0.9491, -4.9089)
H (4.8683, 0.5016, -5.5171)
H (3.2232, 0.4888, -6.2009)

Force components x, y, z for each atom (eV/Å):
0.0 0.1 -0.1
0.0 0.0 0.0
-0.2 -0.3 0.2
-0.1 -0.1 0.2
0.2 -0.1 -0.2
0.7 -0.7 0.0
-0.2 0.3 -0.1
0.1 0.0 -0.1
0.2 0.1 -0.1
0.1 -0.1 0.0
0.0 -0.1 0.1
-0.1 0.0 0.1
-0.2 0.9 0.0
-0.2 -0.1 0.3
-0.1 -0.2 0.2
0.3 -0.2 0.1
-0.4 0.1 -0.4
0.0 0.1 0.1
0.1 0.2 -0.2
-0.6 -0.1 -0.4
-0.1 0.0 0.0
0.2 0.1 0.1
0.1 0.0 -0.1
0.1 0.1 0.0
0.4 0.1 0.1
-0.2 -0.2 0.2
0.1 0.0 0.0
0.2 0.1 0.0
-0.1 0.0 -0.1
0.0 0.2 -0.3
0.3 -0.1 0.2
-0.4 -0.1 -0.1
0.2 0.1 -0.1
0.1 -0.3 0.3
-0.3 0.3 -0.2
0.2 -0.2 0.1
0.2 0.0 0.1
-0.4 0.2 -0.2
0.0 -0.4 0.3
0.1 0.0 -0.1
-0.1 0.1 -0.1
0.0 0.1 0.1
0.2 0.1 0.4
-0.1 0.0 -0.1
0.0 -0.1 0.0
0.1 0.0 -0.1
0.1 0.0 -0.2
0.0 0.0 0.0
0.0 0.2 -0.1
0.0 -0.1 0.0
0.0 0.0 0.0
0.1 0.0 0.0
-0.2 0.0 0.0
0.0 0.0 0.0
-0.2 -0.1 0.1
-0.1 -0.1 0.1
-0.1 0.1 0.1
0.2 0.0 -0.1
-0.1 0.1 0.0
0.0 0.0 0.0

Calculated values
HOMO = -8.67 eV
structure (SMILES) = COc1cccc(NS(=O)(=O)c2ccc3[nH]cc(C(=O)NCCCOC(C)C)c(=O)c3c2)c1
energy = -51880.333 eV
gap between HOMO and LUMO = 0.30467 Ha
energy above the lowest of the compared OMol25 structures with the same formula, charge and spin = 1.199 eV

=====

Computed, not measured: C23H27N4SSi2W as an isolated structure, with ωB97M-V/def2-TZVPD.

Atoms and positions in Å:
W (0.5921, -0.6150, -0.2910)
N (3.5707, 2.2763, -1.8209)
C (2.4797, 1.6432, -1.4030)
S (2.6136, -0.1389, -1.2413)
N (1.3675, 2.2496, -1.1693)
N (0.3567, 1.3808, -0.7694)
C (-0.8801, 1.8885, -0.8500)
C (-1.2125, 3.2173, -1.2827)
C (-0.4972, 4.3496, -0.8408)
C (-0.8894, 5.6065, -1.2457)
C (-1.9394, 5.7539, -2.1489)
C (-2.6293, 4.6437, -2.6301)
C (-2.2943, 3.3864, -2.1782)
C (-1.9499, 0.9266, -0.4976)
C (-3.2586, 1.2833, -0.2440)
C (-4.1867, 0.2876, 0.0670)
C (-3.7734, -1.0278, 0.1556)
C (-2.4313, -1.3137, -0.0379)
N (-1.5422, -0.3659, -0.3663)
H (4.4293, 1.7879, -2.0145)
H (3.5338, 3.2673, -2.0116)
H (0.3251, 4.2372, -0.1519)
H (-0.3721, 6.4789, -0.8717)
H (-2.2202, 6.7440, -2.4842)
H (-3.4244, 4.7673, -3.3519)
H (-2.8199, 2.5254, -2.5700)
H (-3.5558, 2.3203, -0.2780)
H (-5.2216, 0.5527, 0.2417)
H (-4.4623, -1.8265, 0.3924)
H (-2.0539, -2.3196, 0.0671)
C (3.2218, 0.0793, 2.3874)
Si (1.4535, -0.3743, 2.1106)
C (0.2010, 0.6616, 3.0172)
C (0.9007, -2.2014, 2.0989)
C (0.6069, -2.9444, 3.2295)
C (-0.0128, -4.1925, 3.1228)
C (-0.4268, -4.6742, 1.8878)
C (-0.2164, -3.9140, 0.7425)
C (0.4820, -2.6871, 0.8154)
Si (1.5777, -2.7643, -0.7738)
C (3.2038, -3.5926, -0.9070)
C (0.3964, -2.9232, -2.2402)
H (3.4333, 0.0515, 3.4600)
H (3.4010, 1.1021, 2.0491)
H (3.9157, -0.5912, 1.8818)
H (0.3895, 0.5767, 4.0923)
H (-0.8248, 0.3353, 2.8375)
H (0.2937, 1.7188, 2.7623)
H (0.8701, -2.5776, 4.2146)
H (-0.1868, -4.7830, 4.0134)
H (-0.9259, -5.6313, 1.8154)
H (-0.5755, -4.3024, -0.2054)
H (3.0520, -4.6729, -0.9784)
H (3.8560, -3.3859, -0.0585)
H (3.6925, -3.2624, -1.8273)
H (0.6463, -3.8945, -2.6863)
H (0.5899, -2.1850, -3.0212)
H (-0.6688, -2.9380, -2.0130)

Force components x, y, z for each atom (eV/Å):
-0.3 0.7 -0.3
0.0 0.0 0.0
0.1 0.2 -0.1
-0.2 -0.1 0.1
-0.1 -0.3 0.1
0.2 0.1 0.1
-0.2 0.0 0.0
0.0 -0.1 0.0
0.0 0.0 0.0
0.0 0.0 0.0
0.0 0.0 0.0
0.0 0.0 0.0
0.0 0.0 0.0
0.0 0.0 0.0
0.1 0.0 0.0
0.0 0.0 0.0
0.1 0.0 0.1
-0.2 0.0 -0.1
0.2 -0.1 0.0
0.0 0.0 0.0
0.0 0.0 0.0
0.0 0.0 0.0
0.0 0.0 0.0
0.0 0.0 0.0
0.0 0.0 0.0
0.0 0.0 0.0
0.0 0.0 0.0
0.0 0.0 0.0
0.0 0.0 0.0
0.0 0.0 0.0
0.0 -0.1 0.0
0.0 -0.2 0.2
0.0 0.0 0.0
0.1 0.2 -0.1
0.0 -0.1 0.1
0.0 0.0 -0.1
0.0 0.1 0.0
0.0 -0.1 0.0
0.1 0.0 0.2
0.2 -0.6 -0.4
0.0 0.1 0.2
0.1 0.0 0.0
0.0 0.0 0.0
0.0 0.0 0.0
0.0 0.0 0.0
0.0 0.0 0.0
0.0 0.0 0.0
0.0 0.0 0.0
0.0 0.0 0.0
0.0 0.0 0.0
0.0 0.0 0.0
0.0 0.0 0.0
0.0 0.0 0.0
0.0 0.0 0.0
0.0 0.0 0.0
-0.1 0.0 0.0
0.0 0.0 0.0
0.0 0.0 0.0

Calculated values
HOMO (alpha / beta) = -17.16 / -17.16 eV
total charge = +3
energy = -58639.243 eV
gap between HOMO and LUMO (alpha / beta) = 0.21153 / 0.21156 Ha
energy above the lowest of the compared OMol25 structures with the same formula, charge and spin = 0.000 eV

=====

Computed, not measured: one molecule with the formula C23H27N5O, with ωB97M-V/def2-TZVPD.

Atoms and positions in Å:
C (6.1747, -2.3630, -0.3303)
O (4.8062, -2.6351, -0.1709)
C (4.0851, -3.0457, -1.2648)
C (4.6405, -3.2189, -2.5207)
C (3.8791, -3.6908, -3.5802)
C (2.5485, -3.9883, -3.3806)
C (1.9758, -3.7969, -2.1346)
C (2.7130, -3.3228, -1.0518)
N (2.1727, -3.1631, 0.2207)
C (0.9045, -3.7657, 0.5507)
C (-0.2574, -2.7879, 0.3632)
N (-0.0068, -1.6053, 1.1648)
N (-0.6336, -0.4486, 0.9884)
C (-1.6742, -0.3156, 0.2575)
C (-2.3444, 0.9524, 0.1602)
C (-2.1014, 2.1286, 0.8583)
N (-3.0183, 3.0334, 0.4177)
N (-3.8355, 2.4968, -0.5068)
C (-3.4455, 1.2548, -0.6863)
C (-4.1223, 0.3614, -1.6630)
H (-3.4137, 0.0097, -2.4123)
H (-4.5437, -0.5068, -1.1567)
H (-4.9207, 0.9083, -2.1562)
C (-3.2236, 4.3620, 0.8018)
C (-2.1685, 5.2029, 1.1415)
C (-2.4257, 6.5105, 1.5130)
C (-3.7226, 6.9941, 1.5339)
C (-4.7703, 6.1649, 1.1661)
C (-4.5264, 4.8555, 0.8023)
H (-5.3270, 4.1966, 0.5059)
H (-5.7828, 6.5405, 1.1667)
H (-3.9149, 8.0158, 1.8250)
H (-1.6031, 7.1584, 1.7781)
H (-1.1517, 4.8496, 1.0912)
C (-1.1286, 2.3648, 1.9521)
H (-1.5217, 3.0720, 2.6806)
H (-0.9244, 1.4099, 2.4307)
H (-0.1827, 2.7439, 1.5641)
H (-2.1179, -1.1275, -0.3227)
C (1.2643, -1.5322, 1.8409)
H (1.3886, -0.5043, 2.1833)
C (2.4316, -1.9101, 0.9232)
H (3.3425, -1.9982, 1.5242)
H (2.5843, -1.1084, 0.1911)
H (1.2515, -2.1871, 2.7205)
H (-1.2054, -3.2526, 0.6672)
H (-0.3369, -2.5042, -0.6971)
H (0.7547, -4.6571, -0.0577)
H (0.9396, -4.0892, 1.5967)
H (0.9259, -4.0152, -2.0192)
H (1.9418, -4.3575, -4.1939)
H (4.3366, -3.8256, -4.5481)
H (5.6843, -3.0057, -2.6877)
H (6.5301, -2.0660, 0.6557)
H (6.3471, -1.5431, -1.0359)
H (6.7288, -3.2482, -0.6600)

Force components x, y, z for each atom (eV/Å):
0.2 0.0 0.0
-0.5 -0.2 -0.2
0.0 0.1 0.1
0.1 0.1 0.1
-0.1 0.0 -0.1
0.1 0.0 -0.2
0.0 0.1 0.1
0.2 -0.1 -0.1
0.0 -0.1 0.2
-0.2 0.0 0.0
-0.2 0.1 0.0
0.2 -0.5 0.0
0.0 0.4 0.0
0.1 -0.7 -0.2
-0.3 1.0 0.0
-0.1 -0.4 -0.1
0.4 -0.8 -0.1
-0.5 0.1 -0.5
0.3 0.2 0.4
0.0 0.1 0.1
0.0 -0.1 -0.1
-0.1 -0.1 0.0
-0.1 0.0 -0.1
-0.2 0.7 0.2
-0.1 -0.2 -0.1
0.0 0.1 0.1
0.0 0.1 0.0
0.0 0.0 0.0
0.1 -0.1 0.0
-0.1 0.0 0.0
-0.1 0.0 0.0
0.0 0.1 0.0
0.1 0.0 0.0
0.1 -0.1 0.0
0.0 0.0 0.1
0.0 0.0 0.0
0.0 0.1 0.0
0.1 0.0 0.0
0.1 -0.1 0.1
0.3 -0.1 0.0
0.0 -0.1 0.0
0.2 0.3 0.4
-0.1 0.2 -0.1
0.0 0.0 0.1
0.1 0.1 0.0
0.0 0.0 -0.1
0.0 0.0 0.0
0.0 0.0 0.1
-0.1 -0.1 -0.1
-0.1 0.0 0.1
0.0 0.0 -0.1
0.0 0.0 -0.1
0.1 0.0 0.0
0.0 0.0 -0.1
0.0 -0.1 0.0
0.0 0.0 0.0

Calculated values
HOMO = -7.20 eV
structure (SMILES) = COc1ccccc1N1CCN(/N=C/c2c(C)nn(-c3ccccc3)c2C)CC1
energy = -33785.440 eV
gap between HOMO and LUMO = 0.29162 Ha
energy above the lowest of the compared OMol25 structures with the same formula, charge and spin = 2.659 eV

=====

Computed, not measured: C23H27N6O4Ru as an isolated structure in a non-equilibrium geometry, with ωB97M-V/def2-TZVPD.

Atoms and positions in Å:
Ru (-0.3210, 0.0843, -0.0669)
C (-2.7676, -0.1547, 1.8303)
N (-2.4373, -0.4578, 0.4199)
C (-3.4432, 0.0273, -0.5596)
C (-2.7648, 0.9082, -1.5568)
N (-1.4745, 1.1229, -1.5000)
C (-1.1624, 1.9341, -2.6079)
C (0.0429, 2.4629, -3.0665)
C (-0.0026, 3.2440, -4.2016)
C (-1.2062, 3.5077, -4.8754)
C (-2.4039, 2.9905, -4.4322)
C (-2.3482, 2.2011, -3.2901)
N (-3.3498, 1.5313, -2.5929)
C (-1.7375, 0.7788, 2.3788)
N (-0.6855, 1.1443, 1.6825)
C (0.0438, 2.0157, 2.5132)
C (1.2001, 2.7650, 2.2948)
C (1.6594, 3.5488, 3.3322)
C (0.9900, 3.6108, 4.5649)
C (-0.1715, 2.9023, 4.7842)
C (-0.6242, 2.1160, 3.7318)
N (-1.7558, 1.3168, 3.6099)
H (-2.8346, -1.0712, 2.4177)
H (-3.7442, 0.3278, 1.8872)
H (-2.2996, -1.4576, 0.3056)
H (-4.2320, 0.5791, -0.0479)
H (-3.9227, -0.8174, -1.0573)
H (0.9753, 2.2718, -2.5603)
H (0.9144, 3.6694, -4.5858)
H (-1.1915, 4.1283, -5.7608)
H (-3.3341, 3.1868, -4.9480)
H (-4.3275, 1.5041, -2.8306)
H (1.7010, 2.7804, 1.3380)
H (2.5477, 4.1491, 3.1890)
H (1.3845, 4.2405, 5.3504)
H (-0.7070, 2.9659, 5.7218)
H (-2.4611, 1.1672, 4.3121)
C (3.8751, 0.6516, 0.6233)
O (2.6415, -0.0988, 0.8900)
C (1.5618, 0.2945, 0.3216)
O (1.3608, 1.2188, -0.4834)
H (4.3357, 0.8133, 1.5913)
H (3.6449, 1.5906, 0.1299)
H (4.5020, 0.0275, -0.0057)
O (0.3219, -1.4884, -1.3978)
C (0.1477, -2.5065, -0.6801)
O (-0.5156, -2.5413, 0.3880)
C (0.8550, -3.7715, -1.1431)
N (0.4892, -4.8804, -0.1756)
C (1.7631, -5.3786, 0.4738)
C (2.8340, -5.0313, -0.5443)
C (2.3870, -3.6680, -1.0723)
H (0.5079, -4.0436, -2.1375)
H (-0.0018, -5.6370, -0.6458)
H (-0.1482, -4.4364, 0.5045)
H (1.6579, -6.4359, 0.7000)
H (1.8815, -4.8210, 1.4009)
H (2.8541, -5.7732, -1.3447)
H (3.8210, -5.0057, -0.0881)
H (2.8019, -3.4304, -2.0479)
H (2.6729, -2.8731, -0.3808)

Force components x, y, z for each atom (eV/Å):
-0.1 1.3 0.2
0.1 0.2 0.0
0.2 -0.5 -0.1
0.1 0.1 -0.1
0.0 -0.1 0.2
-0.3 0.1 -0.5
-0.1 -0.1 0.2
0.0 0.0 0.0
0.0 0.0 0.0
0.0 0.0 0.0
0.0 0.0 0.0
-0.1 0.0 -0.1
0.1 0.0 0.0
0.0 -0.2 0.0
-0.2 0.5 0.1
-0.1 0.0 -0.2
0.1 0.0 -0.1
0.0 0.0 0.1
0.0 0.0 0.0
0.0 0.0 0.0
-0.1 -0.1 0.1
0.1 0.0 0.0
0.1 0.0 0.0
0.0 -0.1 0.0
-0.2 -0.1 0.2
0.0 0.0 0.0
0.0 0.0 0.0
0.0 0.0 0.0
0.0 0.0 0.0
0.0 0.0 0.0
0.0 0.0 0.0
0.0 0.0 0.0
0.0 0.0 0.0
0.0 0.0 0.0
0.0 0.0 0.0
0.0 0.0 0.0
0.0 0.0 0.0
0.0 -0.1 0.0
0.0 0.2 -0.1
0.3 -0.5 0.3
0.4 -0.5 0.2
0.0 0.0 0.0
0.0 0.0 0.0
0.0 0.0 0.0
-0.3 -0.1 0.0
-0.2 0.1 -0.1
0.3 -0.3 -0.3
0.0 -0.1 0.1
0.1 0.1 0.0
-0.1 0.0 0.0
0.0 0.0 0.0
0.0 0.0 0.0
0.0 0.0 0.0
0.0 0.0 0.0
0.0 0.0 0.0
0.0 0.0 0.0
0.0 0.0 0.0
0.0 0.0 0.0
0.0 0.0 0.0
0.0 0.0 0.0
0.0 0.0 0.0

Calculated values
HOMO (alpha / beta) = -13.41 / -13.34 eV
total charge = +2
energy = -43990.224 eV
gap between HOMO and LUMO (alpha / beta) = 0.30968 / 0.28740 Ha
⟨S²⟩ = 0.75
energy above the lowest of the compared OMol25 structures with the same formula, charge and spin = 0.000 eV
2S+1 = 2